# C42H53CdN5O5

A structure of composition C42H53CdN5O5 (wB97M-V/def2-TZVPD, OMol25).

Each line ends with the Mulliken charge.
CARTESIAN COORDINATES (ANGSTROEM)
Cd  0.02  -0.07  0.17  2.756
O  -2.47  0.60  -1.61  -0.617
O  -2.97  0.72  -3.80  -0.879
O  2.36  3.64  -0.11  -0.901
O  -3.03  2.85  -0.07  -0.592
O  0.69  2.31  0.60  -0.749
N  -0.38  -2.02  -1.03  -0.998
N  2.09  -0.57  -0.59  -1.343
N  -0.55  2.49  -1.82  1.310
N  -1.40  -1.07  1.57  -1.025
N  1.20  0.07  2.15  -1.023
C  -2.51  -1.70  1.12  -0.161
C  -0.78  0.15  3.58  -0.546
C  2.29  -0.91  -1.88  -0.148
C  -1.69  -0.54  2.78  0.021
C  4.03  0.42  -1.32  1.133
C  5.24  1.30  -1.30  -1.154
C  -3.58  -1.55  2.09  0.735
C  2.40  0.69  2.15  0.245
C  -1.02  1.86  -3.03  -0.311
C  1.42  1.31  4.08  0.630
C  3.12  0.21  -0.20  -0.462
C  3.52  -0.30  -2.36  0.655
C  -1.23  3.74  -1.52  -0.627
C  -3.77  -0.38  4.37  -1.165
C  -2.73  3.63  -1.19  -0.751
C  1.42  -1.69  -2.65  -0.105
C  -3.07  -0.83  3.12  0.915
C  4.03  -0.40  -3.77  -1.236
C  -1.65  -2.48  -1.10  0.185
C  -0.58  -3.08  -4.62  -1.051
C  3.78  2.26  3.76  -1.128
C  -3.25  -3.51  -2.91  -1.023
C  -3.51  -4.96  -2.49  -1.202
C  1.30  0.90  6.55  -1.216
C  3.30  0.74  1.08  0.182
C  -2.61  -2.39  -0.09  -0.150
C  3.33  0.60  -4.70  -1.047
C  0.16  -2.16  -2.27  0.050
C  -1.93  -3.00  -2.44  0.577
C  0.05  -4.46  -4.87  -1.217
C  1.07  1.90  5.41  -1.048
C  -0.80  -2.80  -3.16  0.631
C  2.58  1.44  3.38  0.545
C  0.55  0.46  3.27  0.224
C  -2.28  0.98  -2.80  0.366
C  -5.76  -1.03  0.98  -1.085
C  0.89  2.69  -1.74  0.005
C  -4.99  -2.01  1.88  -1.132
C  1.35  2.92  -0.27  0.514
C  -3.52  -1.34  5.54  -1.177
C  6.46  0.60  -0.70  -1.286
C  3.66  3.71  3.26  -0.965
H  1.72  -1.90  -3.67  0.248
H  -1.15  0.53  4.53  0.307
H  -3.47  -5.06  -1.40  0.276
H  0.03  2.22  5.40  0.422
H  3.31  3.74  2.23  0.148
H  0.75  -0.02  6.35  0.269
H  -4.84  -0.31  4.19  0.451
H  -5.77  -0.04  1.44  0.308
H  2.94  4.26  3.87  0.310
H  0.98  -4.56  -4.30  0.297
H  6.26  0.30  0.33  0.265
H  -3.93  -2.33  5.31  0.307
H  -3.29  -3.44  -4.00  0.435
H  1.40  1.80  -2.09  -0.701
H  -2.76  -5.63  -2.91  0.274
H  1.68  2.79  5.58  0.367
H  3.51  1.62  -4.36  0.282
H  -5.00  -3.00  1.42  0.410
H  -1.25  2.59  -3.83  0.246
H  -4.50  -5.29  -2.83  0.393
H  7.33  1.26  -0.71  0.409
H  -2.87  1.93  -0.37  0.405
H  5.01  2.20  -0.73  0.266
H  -3.98  -0.98  6.46  0.373
H  1.22  3.55  -2.36  0.212
H  -0.73  4.20  -0.67  0.270
H  4.67  1.81  3.33  0.374
H  2.36  0.65  6.61  0.307
H  -5.27  -0.94  0.02  0.208
H  3.90  2.25  4.84  0.471
H  -1.53  -3.01  -5.14  0.494
H  4.62  4.22  3.33  0.355
H  5.47  1.61  -2.33  0.500
H  2.25  0.43  -4.69  0.117
H  0.07  -2.30  -5.04  0.347
H  -6.79  -1.36  0.83  0.383
H  3.68  0.50  -5.73  0.436
H  -3.27  3.25  -2.07  0.224
H  0.26  -4.60  -5.93  0.385
H  -5.50  -2.10  2.85  0.431
H  6.71  -0.30  -1.27  0.308
H  4.17  1.36  1.23  0.222
H  -3.10  4.64  -0.98  0.478
H  -3.42  0.61  4.65  0.426
H  -3.57  -2.83  -0.31  0.201
H  5.11  -0.21  -3.79  0.428
H  -0.64  -5.24  -4.54  0.250
H  3.87  -1.42  -4.14  0.462
H  -1.15  4.44  -2.39  0.245
H  -2.44  -1.45  5.71  0.255
H  -0.24  1.20  -3.41  -0.412
H  -4.03  -2.86  -2.51  0.304
H  0.99  1.31  7.51  0.392

Its multiplicity is 1. The gap between HOMO and LUMO is 0.2063 Ha. The net charge is -2.


# C42H53InN8O4S4

A structure of composition C42H53InN8O4S4 (wB97M-V/def2-TZVPD, OMol25).

Each line ends with the Mulliken charge.
CARTESIAN COORDINATES (ANGSTROEM)
In  0.32  1.12  -0.38  1.971
S  3.29  5.18  1.02  -0.194
S  5.80  3.75  -0.99  -0.094
S  0.34  1.05  -2.92  0.121
S  4.40  0.09  -0.71  -0.081
O  -1.12  2.73  -0.62  -0.457
O  2.20  2.11  -0.67  -1.081
O  -1.85  -3.49  2.03  -0.742
O  -2.10  4.59  -1.31  -0.933
N  -0.63  6.21  0.77  -0.753
N  -0.35  5.16  1.71  -0.317
N  0.58  0.99  1.71  -0.380
N  1.33  -1.20  -1.07  1.191
N  -1.56  -0.18  -0.24  0.736
N  -4.08  -3.43  2.43  0.706
N  2.32  -1.75  2.19  -0.867
N  1.58  -2.82  -2.75  0.384
C  -0.08  0.62  3.96  -0.811
C  -0.38  0.77  2.51  -0.119
C  -6.54  -3.15  2.35  -1.316
C  4.23  1.39  0.40  -0.028
C  -4.08  -5.88  2.02  -1.163
C  -2.62  0.09  -0.96  0.307
C  -4.04  -1.34  0.30  0.336
C  -2.80  0.35  3.22  -0.921
C  5.54  -0.71  0.29  -0.641
C  0.95  -2.28  -1.65  0.506
C  4.05  -2.49  -2.92  -1.092
C  4.57  4.40  -3.13  -0.598
C  -1.66  3.45  -1.51  0.246
C  -1.80  -0.71  1.11  -0.136
C  -0.27  -2.99  -1.16  -0.262
C  -2.43  0.28  4.50  -0.634
C  3.10  3.48  1.14  -0.533
C  2.00  -5.27  -2.34  -1.031
C  -1.02  0.37  4.87  -0.735
C  -3.94  -4.75  3.03  -0.797
C  -1.05  1.92  -3.56  0.607
C  2.66  -2.11  -3.42  -0.509
C  2.70  3.14  2.40  -0.346
C  3.34  2.55  -0.05  2.705
C  -2.89  3.48  -3.64  -0.928
C  -5.21  -2.65  2.88  -0.399
C  -3.23  3.10  -4.92  -0.631
C  -3.00  -1.62  1.15  0.521
C  1.31  -4.19  -3.17  -0.828
C  3.62  3.71  -2.32  -0.557
C  -1.84  0.52  2.10  1.173
C  -1.38  1.57  -4.89  -0.828
C  -3.92  -0.35  -0.68  -2.489
C  -2.91  -2.88  1.89  -0.106
C  2.57  4.25  3.27  -1.016
C  -2.45  2.14  -5.56  -0.507
C  -1.83  2.91  -2.93  0.314
C  2.87  5.43  2.65  -0.425
C  4.14  3.31  -1.13  -0.858
C  5.79  4.50  -2.53  -0.561
C  5.78  0.00  1.43  -0.796
C  5.04  1.21  1.48  -0.201
H  2.45  2.12  2.66  0.527
H  2.48  -1.04  -3.31  0.083
H  -6.55  -3.14  1.26  0.260
H  -2.67  1.82  -6.57  0.335
H  -2.96  -4.81  3.52  0.410
H  -0.78  0.82  -5.37  0.419
H  4.11  -2.39  -1.84  0.116
H  -0.01  4.32  1.23  0.052
H  3.17  -1.65  1.63  0.245
H  -4.70  -4.84  3.81  0.426
H  -0.75  0.25  5.92  0.367
H  -3.45  4.25  -3.12  0.401
H  0.24  -4.37  -3.18  0.389
H  2.22  4.19  4.29  0.358
H  -5.05  -1.62  2.57  0.167
H  5.94  -1.67  0.01  0.471
H  5.08  1.92  2.30  0.580
H  0.97  0.69  4.22  0.345
H  -5.06  -5.85  1.54  0.265
H  2.58  -2.32  -4.49  0.463
H  -3.85  0.30  2.96  0.456
H  6.45  -0.34  2.21  0.363
H  2.60  3.47  -2.59  0.370
H  3.09  -5.25  -2.48  0.272
H  -3.17  0.16  5.28  0.397
H  -0.02  -3.93  -0.67  0.297
H  -0.92  -1.29  1.40  0.260
H  -7.36  -2.53  2.71  0.414
H  -4.72  -0.14  -1.38  0.381
H  -4.07  3.56  -5.43  0.360
H  -2.43  0.63  -1.88  0.048
H  1.80  -5.12  -1.28  0.249
H  -3.31  -5.77  1.25  0.252
H  1.64  -4.26  -4.22  0.387
H  1.65  -2.21  1.58  0.275
H  -4.92  -1.97  0.31  0.312
H  2.21  -0.85  -1.43  -1.045
H  0.28  6.57  0.50  0.279
H  -0.97  -3.19  -1.97  0.309
H  1.64  -6.26  -2.62  0.383
H  -0.77  -2.36  -0.43  -1.104
H  -3.95  -6.85  2.50  0.408
H  -1.06  5.81  -0.06  0.414
H  4.29  -3.53  -3.17  0.399
H  1.96  -0.80  2.28  0.314
H  4.35  4.80  -4.11  0.393
H  -2.17  1.37  1.49  -0.033
H  -6.74  -4.18  2.67  0.336
H  -5.23  -2.65  3.98  0.470
H  6.69  4.95  -2.93  0.430
H  -1.24  4.88  2.11  0.310
H  4.81  -1.85  -3.38  0.438
H  2.78  6.43  3.05  0.402

Its multiplicity is 1. The gap between HOMO and LUMO is 0.2065 Ha. The net charge is -2. For the energy relative to the best compared isomer or geometry (same formula, charge and spin), the calculation gives 0.858 eV.


# C42H54IIrN8O2P

A structure of composition C42H54IIrN8O2P at a distorted geometry (wB97M-V/def2-TZVPD, OMol25).

Each line ends with the Mulliken charge.
CARTESIAN COORDINATES (ANGSTROEM)
Ir  -0.14  -0.87  -0.80  1.978
I  -1.05  -2.13  -3.54  0.370
P  0.10  0.25  2.47  -1.745
O  1.90  -0.15  -0.87  0.459
O  0.61  4.49  -2.72  -0.436
N  4.53  2.16  -1.43  -0.664
N  1.57  -4.94  -1.20  -0.046
N  1.11  -2.79  -1.19  0.859
N  -4.40  -1.36  -0.22  -0.021
N  -0.26  0.73  -2.41  -0.056
N  -0.16  -0.37  1.00  0.156
N  -2.35  -0.68  -0.61  1.553
N  -1.24  -3.03  0.22  0.390
C  -2.50  -0.66  2.92  -2.518
C  -3.16  0.45  -0.57  0.437
C  -3.78  0.98  -4.77  -0.769
C  -5.53  0.93  -0.23  -1.040
C  -1.46  0.81  -3.20  -0.872
C  -5.22  2.27  -0.33  -1.082
C  1.04  1.89  2.31  2.760
C  4.68  -0.08  -0.49  -1.107
C  -2.85  1.81  -0.64  -0.742
C  -2.21  1.78  2.64  -2.160
C  -2.01  -0.31  -3.80  0.391
C  -3.12  -1.72  -0.38  -0.233
C  3.91  1.06  -1.10  0.709
C  0.19  -2.22  3.76  -1.283
C  -1.51  0.72  4.80  -1.912
C  0.62  1.65  -2.69  -1.151
C  2.49  0.90  -1.35  0.510
C  3.91  -2.65  -3.66  -1.001
C  0.76  -3.97  -0.73  0.009
C  2.49  1.53  1.98  -1.674
C  -3.25  2.12  -4.18  -1.039
C  2.91  -2.12  -2.88  -0.719
C  1.92  4.20  -3.21  -1.295
C  -3.15  -0.24  -4.59  -0.593
C  -1.60  0.53  3.28  2.705
C  0.46  2.65  1.11  -2.365
C  1.72  -0.49  4.71  -1.734
C  1.12  -1.05  3.42  2.234
C  2.50  -4.36  -2.05  0.674
C  -2.10  2.03  -3.41  0.050
C  2.59  3.07  -2.47  1.130
C  3.51  -4.90  -2.84  -1.173
C  -2.61  -3.11  -0.24  -1.529
C  -3.90  2.70  -0.52  -0.785
C  1.89  1.88  -2.13  0.207
C  -4.48  0.03  -0.35  1.013
C  -0.45  -4.24  0.11  -1.312
C  1.00  2.74  3.58  -1.867
C  2.20  -2.99  -2.05  0.006
C  3.89  3.18  -2.06  -1.211
C  4.21  -4.02  -3.64  -0.543
C  2.22  -1.58  2.48  -2.101
H  -2.43  -0.87  1.85  1.127
H  2.53  -2.57  2.84  0.727
H  1.51  -5.92  -0.98  0.237
H  -0.56  -1.96  4.50  0.383
H  -6.01  3.00  -0.25  0.479
H  3.01  2.43  1.65  0.696
H  3.10  -0.95  2.47  0.186
H  4.47  4.07  -2.24  0.425
H  0.37  1.99  0.25  0.201
H  0.68  5.05  -1.94  0.304
H  -2.63  -3.59  -1.22  0.624
H  -1.21  -0.19  5.32  0.373
H  1.81  3.94  -4.26  0.360
H  -1.67  2.93  -2.98  0.532
H  -2.19  1.71  1.55  0.445
H  2.52  0.80  1.18  -0.279
H  -1.73  2.69  2.96  0.235
H  -3.26  -3.68  0.43  0.425
H  -3.69  3.76  -0.56  0.516
H  3.72  -5.96  -2.84  0.446
H  1.86  -1.69  1.46  0.270
H  -2.51  0.98  5.17  0.526
H  -1.19  -2.64  1.15  -0.486
H  1.70  3.58  3.45  0.515
H  -0.84  1.52  5.08  0.325
H  -3.52  -1.13  -5.08  0.487
H  -6.55  0.59  -0.06  0.514
H  1.32  2.19  4.47  0.308
H  0.96  -0.10  5.38  0.301
H  2.23  -1.30  5.23  0.520
H  2.56  5.08  -3.17  0.457
H  0.02  3.17  3.77  0.362
H  3.03  1.14  2.84  0.337
H  2.45  0.30  4.52  0.345
H  1.16  3.46  0.85  0.758
H  0.38  2.30  -3.53  1.173
H  -2.27  -1.56  3.48  0.358
H  -1.03  -5.03  -0.38  0.514
H  -3.54  -0.39  3.14  0.611
H  5.59  0.29  -0.04  0.387
H  4.47  -2.00  -4.32  0.485
H  2.66  -1.07  -2.92  0.575
H  -0.31  -2.61  2.87  -0.118
H  -0.50  3.10  1.32  0.282
H  5.00  -4.40  -4.27  0.433
H  4.07  -0.62  0.23  0.002
H  -0.16  -4.62  1.09  0.405
H  -3.72  3.08  -4.31  0.451
H  -1.83  2.13  -0.74  0.260
H  0.80  -3.03  4.18  0.677
H  -5.18  -1.97  -0.06  0.258
H  -3.26  1.84  2.94  0.656
H  4.94  -0.80  -1.28  0.336
H  -4.67  1.04  -5.38  0.454

Its multiplicity is 2. The gap between HOMO and LUMO (spin up / spin down) is 0.2205 / 0.2212 Ha. The net charge is +2. For the energy relative to the best compared isomer or geometry (same formula, charge and spin), the calculation gives 2.706 eV.


# C42H54N4O38S7

A structure of composition C42H54N4O38S7 at a distorted geometry (wB97M-V/def2-TZVPD, OMol25).

Each line ends with the Mulliken charge.
CARTESIAN COORDINATES (ANGSTROEM)
S  -17.73  19.43  34.71  0.814
S  -22.85  18.01  28.49  1.315
S  -24.93  14.17  29.28  1.094
S  -21.96  22.05  37.70  1.054
S  -26.63  14.31  35.61  1.025
S  -24.13  25.16  29.84  1.008
S  -28.30  18.49  32.22  1.011
O  -23.55  14.36  29.05  -0.515
O  -25.37  15.23  30.42  -0.221
O  -23.13  26.23  29.19  -0.288
O  -26.87  17.84  31.92  -0.082
O  -20.69  22.64  37.49  -0.632
O  -17.84  14.89  32.13  -0.605
O  -26.77  23.77  37.97  -0.656
O  -22.14  21.66  39.22  -0.397
O  -26.02  21.78  37.71  -0.622
O  -23.58  24.65  31.03  -0.254
O  -26.94  12.94  35.80  -0.637
O  -18.44  18.91  33.61  -0.170
O  -16.77  20.62  34.27  -0.338
O  -23.12  22.73  37.25  -0.376
O  -21.92  20.54  37.19  -0.238
O  -18.46  19.74  35.88  -0.489
O  -22.31  17.96  26.98  -0.382
O  -25.28  26.20  30.26  -0.267
O  -20.39  16.60  39.84  -0.374
O  -24.56  24.25  28.84  -0.658
O  -21.47  27.44  31.79  -0.597
O  -22.63  19.28  29.03  -0.645
O  -21.64  15.72  38.23  -0.532
O  -25.16  12.88  30.18  -0.426
O  -16.47  18.51  35.07  -0.359
O  -27.60  15.07  34.92  -0.443
O  -24.36  17.80  28.07  -0.361
O  -28.69  19.34  31.17  -0.580
O  -23.01  16.63  33.51  -0.747
O  -26.24  14.93  37.02  -0.392
O  -21.04  16.74  34.37  -0.552
O  -15.86  15.45  31.48  -0.628
O  -25.87  14.16  28.24  -0.588
O  -29.17  17.48  32.68  -0.578
O  -22.39  16.85  29.14  -0.424
O  -22.53  26.28  33.25  -0.512
O  -27.80  19.33  33.48  -0.309
O  -25.15  14.39  35.01  -0.221
N  -26.33  22.87  37.28  1.136
N  -21.51  26.67  32.73  1.043
N  -17.07  15.61  31.54  1.103
N  -21.97  17.22  33.75  1.282
C  -19.00  24.29  34.06  -0.227
C  -26.73  24.38  35.36  -0.517
C  -15.61  20.71  35.11  -0.310
C  -16.88  17.42  29.88  -0.710
C  -25.32  14.62  31.71  0.542
C  -21.29  19.47  34.40  -0.399
C  -22.84  19.79  37.99  -0.046
C  -25.97  18.13  33.01  1.711
C  -21.79  21.38  33.00  -0.920
C  -20.18  24.79  33.52  -0.407
C  -24.92  13.15  31.55  -0.234
C  -18.86  17.25  31.21  -0.303
C  -24.12  14.48  36.04  0.280
C  -19.26  27.04  33.63  -0.765
C  -15.52  19.31  35.78  -0.275
C  -18.72  18.97  29.54  -1.054
C  -24.85  14.86  37.33  -0.075
C  -26.28  23.64  33.12  -0.684
C  -17.41  18.56  29.30  -0.406
C  -18.08  25.18  34.61  -0.668
C  -21.92  18.66  33.50  0.126
C  -19.85  17.33  37.68  1.213
C  -17.59  16.81  30.88  -0.063
C  -20.28  26.15  33.32  0.378
C  -22.50  19.18  32.35  -0.893
C  -25.85  22.17  34.98  0.546
C  -23.77  27.51  29.08  -0.316
C  -18.63  17.45  38.54  -0.637
C  -20.73  16.42  38.52  0.169
C  -22.59  20.29  39.42  -0.284
C  -18.17  26.54  34.32  -0.456
C  -21.29  20.83  34.16  0.683
C  -23.10  16.98  26.31  -0.343
C  -26.87  18.48  34.19  0.060
C  -19.25  17.45  39.96  -0.460
C  -26.30  23.15  35.84  -0.270
C  -26.78  24.60  34.00  -0.653
C  -25.25  27.28  29.34  -0.444
C  -24.50  17.47  26.66  -0.358
C  -25.80  22.43  33.61  -0.312
C  -19.43  18.30  30.54  0.199
C  -22.33  20.52  32.04  -0.427
H  -21.74  19.83  39.92  0.097
H  -25.60  12.51  32.11  0.264
H  -24.58  15.06  32.39  -0.383
H  -17.29  27.15  34.52  0.358
H  -20.88  21.50  34.92  0.486
H  -15.88  17.15  29.57  0.431
H  -26.26  23.85  32.06  0.486
H  -22.86  15.99  26.67  0.264
H  -23.10  18.55  31.70  0.300
H  -20.38  18.28  37.57  -0.835
H  -24.74  14.05  38.05  0.254
H  -14.53  18.89  35.80  0.398
H  -22.96  17.05  25.24  0.345
H  -23.61  27.94  28.09  0.316
H  -20.79  19.16  35.31  0.439
H  -22.62  18.74  37.80  0.262
H  -18.85  23.23  34.19  0.475
H  -23.87  19.99  37.71  0.116
H  -18.06  16.51  38.53  0.362
H  -19.06  19.85  29.02  0.506
H  -25.68  28.23  29.62  0.362
H  -25.41  21.68  32.95  0.482
H  -18.52  17.12  40.69  0.392
H  -24.54  15.82  37.73  0.177
H  -15.74  21.56  35.77  0.234
H  -25.29  16.72  26.65  0.316
H  -25.35  18.98  32.74  -0.698
H  -23.51  20.34  40.00  0.352
H  -17.92  18.26  38.36  0.265
H  -21.05  24.18  33.31  0.658
H  -23.94  12.92  31.95  0.293
H  -20.37  18.74  30.84  0.438
H  -27.14  25.55  33.64  0.403
H  -14.76  20.89  34.45  0.296
H  -27.05  25.14  36.05  0.509
H  -22.77  20.90  31.12  0.776
H  -19.42  28.11  33.54  0.382
H  -25.30  17.28  33.09  -0.606
H  -23.29  28.17  29.81  0.231
H  -25.70  26.91  28.42  0.327
H  -16.81  19.10  28.58  0.399
H  -27.33  17.72  34.81  0.264
H  -26.34  19.16  34.86  -0.118
H  -21.68  22.44  32.83  -0.060
H  -25.66  21.16  35.32  0.084
H  -23.51  15.31  35.70  -0.269
H  -15.92  19.43  36.79  0.153
H  -23.63  13.51  36.01  0.315
H  -19.43  16.73  31.97  0.609
H  -17.22  24.83  35.16  0.395
H  -26.34  14.79  32.05  0.231
H  -19.60  18.47  40.15  0.180
H  -24.84  18.36  26.13  0.277
H  -19.75  16.78  36.74  0.228

Its multiplicity is 1. The gap between HOMO and LUMO is 0.3299 Ha. The net charge is 0.